The following is a DFT calculation (ωB97M-V/def2-TZVPD) of 2 unconnected molecules or ions with the total composition C2Br2N2O2 at a distorted geometry.

Last column: natural (NBO) charge in e.
Atoms and positions in Å:
O -0.8723 1.3115 -2.7602  -0.332
N -0.1801 0.7533 -1.9790  0.255
C 0.3817 0.5012 -0.9696  0.081
C 0.9533 -0.3107 -0.0824  0.075
N 1.6296 -0.8743 0.6883  0.264
O 2.1664 -1.4789 1.5530  -0.348
Br -2.7647 0.0406 0.8479  0.001
Br -1.3138 0.0574 2.7020  0.004

Forces on the atoms, in the same order (eV/Å):
O -0.1902 -0.0953 -1.1045
N 0.2314 0.6284 2.2701
C -0.8912 0.3643 -2.3319
C 1.7447 -1.4279 1.6574
N -1.5129 0.9655 -0.8846
O 0.6057 -0.4353 0.4035
Br 0.6782 0.0180 0.8457
Br -0.6657 -0.0178 -0.8557

**SMILES**: O=NC#CN=O.BrBr
**Spin multiplicity**: 1
**HOMO**: -9.56 eV
**Energy above the lowest of the compared OMol25 structures with the same formula, charge and spin**: 1.827 eV
**Gap between HOMO and LUMO**: 7.44 eV
**Net charge**: 0